{
  "formula": "C8H14N2O5S",
  "method": "wB97M-V/def2-TZVPD",
  "symbols": ["S", "O", "O", "O", "O", "O", "N", "N", "C", "C", "C", "C", "C", "C", "C", "C", "H", "H", "H", "H", "H", "H", "H", "H", "H", "H", "H", "H", "H", "H"],
  "positions_angstrom": [[3.29, -2.62, 2.86], [-0.24, 3.19, -3.27], [-1.55, -2.40, -1.38], [-3.48, -1.48, -0.12], [-2.44, 2.46, -2.86], [0.38, 0.72, 1.83], [3.01, 0.54, 1.91], [0.23, -0.44, -0.08], [0.91, -0.09, 1.03], [-0.69, 1.10, -2.06], [-1.39, -0.34, 0.07], [-1.82, 1.03, -0.73], [1.91, -1.61, 2.56], [2.25, -0.55, 1.41], [-0.97, 2.30, -2.78], [-2.01, -1.61, -0.50], [2.90, -1.21, 0.63], [3.29, 0.91, 1.04], [2.17, 1.21, 2.21], [0.89, -2.06, 2.25], [-0.75, 0.04, -2.62], [0.68, -1.05, -0.92], [0.47, 1.11, -1.64], [1.66, -1.07, 3.45], [-1.74, 1.98, -0.13], [-1.78, -0.19, 1.04], [4.32, -1.67, 2.77], [-3.73, -2.06, -1.14], [-2.74, 3.14, -3.73], [-3.03, 0.73, -1.08]],
  "smiles": "N[C@@H](CS)C(=O)N[C@@H](CCC(=O)O)C(=O)O",
  "energy_ev": -32570.57745,
  "e_above_lowest_kj_mol": 700.6
}